Record 1
This record from OMol25 describes C26H63CaF6N3O19P4S2 as an isolated structure at a distorted geometry. The level of theory is ωB97M-V/def2-TZVPD.

Geometry as XYZ:
```
124
C26H63CaF6N3O19P4S2 (ωB97M-V/def2-TZVPD)
Ca -0.154 0.084 -0.156
C 1.223 -0.154 -4.348
F 1.255 1.055 -4.835
F 0.983 -1.042 -5.390
F 2.230 -0.476 -3.604
S -0.396 -0.269 -3.160
O -1.641 -0.295 -3.890
O -0.195 -1.465 -2.338
O -0.230 0.941 -2.362
C 0.506 -1.278 4.413
F 1.734 -1.515 4.113
F -0.235 -2.322 4.159
F 0.512 -0.971 5.693
S 0.025 0.228 3.300
O -1.420 0.247 3.274
O 0.791 1.344 3.859
O 0.487 -0.206 1.970
O -1.672 -1.574 0.176
P -3.036 -2.221 -0.058
N -4.291 -1.043 -0.248
C -5.369 -0.858 0.684
C -4.244 -0.106 -1.381
N -3.569 -3.208 1.243
C -4.457 -4.348 1.070
C -2.681 -3.460 2.332
N -3.038 -3.290 -1.384
C -1.797 -3.952 -1.906
C -4.185 -3.622 -2.162
H -6.132 -1.615 0.864
H -5.946 0.030 0.428
H -5.020 -0.641 1.693
H -3.759 -0.587 -2.231
H -3.799 0.869 -1.185
H -5.278 0.089 -1.665
H -3.827 -5.230 0.952
H -5.130 -4.260 1.923
H -5.129 -4.149 0.235
H -2.433 -2.484 2.749
H -3.071 -4.132 3.096
H -1.724 -3.716 1.877
H -1.965 -5.029 -1.873
H -1.652 -3.800 -2.976
H -0.951 -3.760 -1.246
H -5.063 -3.025 -1.914
H -4.457 -4.671 -2.047
H -4.032 -3.539 -3.238
C 6.561 -1.752 -0.726
C 5.384 -2.632 -0.432
O 4.236 -1.883 -0.338
P 2.791 -2.409 0.000
O 1.744 -1.387 -0.089
O 2.456 -3.668 -1.049
C 2.372 -3.700 -2.461
C 2.998 -4.994 -2.956
O 2.884 -3.255 1.317
C 1.737 -3.926 1.931
C 2.303 -4.422 3.219
H 6.423 -1.109 -1.595
H 6.669 -1.147 0.174
H 7.469 -2.289 -1.001
H 5.252 -3.285 -1.294
H 5.493 -2.975 0.597
H 1.342 -3.482 -2.745
H 3.099 -2.951 -2.775
H 2.395 -5.870 -2.715
H 3.180 -5.117 -4.023
H 3.997 -5.035 -2.520
H 0.831 -3.390 2.212
H 1.385 -4.603 1.152
H 1.883 -5.401 3.450
H 3.338 -4.713 3.041
H 2.485 -3.691 4.007
C 4.367 1.738 2.273
C 4.102 1.305 0.892
O 3.791 2.440 0.057
P 2.453 2.394 -0.902
O 1.220 1.866 -0.298
O 3.008 1.793 -2.288
C 3.852 2.612 -2.987
C 5.230 1.992 -2.760
O 2.234 3.976 -1.290
C 1.533 4.951 -0.578
C 2.504 5.638 0.533
H 5.441 1.663 2.446
H 4.127 2.782 2.471
H 3.744 1.127 2.926
H 4.926 0.663 0.578
H 3.222 0.666 0.963
H 3.652 2.383 -4.034
H 3.876 3.655 -2.672
H 5.858 2.263 -1.911
H 5.177 0.907 -2.664
H 5.870 2.134 -3.632
H 0.946 5.579 -1.249
H 0.797 4.389 -0.003
H 3.072 6.395 -0.007
H 1.926 6.058 1.356
H 3.116 4.875 1.014
C -2.909 3.159 -2.900
C -2.095 3.877 -1.849
O -2.953 3.830 -0.646
P -2.328 3.144 0.620
O -1.567 1.873 0.346
O -1.507 4.371 1.344
C -0.962 4.230 2.651
C -1.980 4.704 3.734
O -3.541 3.030 1.595
C -4.783 3.674 1.429
C -5.829 3.153 2.383
H -2.534 2.168 -3.153
H -3.934 3.024 -2.555
H -2.965 3.565 -3.910
H -1.118 3.437 -1.647
H -2.055 4.949 -2.039
H -0.646 3.195 2.789
H -0.091 4.882 2.716
H -1.403 4.957 4.624
H -2.543 5.580 3.409
H -2.785 4.025 4.015
H -4.572 4.732 1.588
H -5.014 3.482 0.381
H -5.982 2.074 2.385
H -5.690 3.426 3.429
H -6.729 3.720 2.142
```

Properties
Lowest unoccupied orbital energy ... 0.59 eV
Molar mass ... 1063.9 g/mol
Orbital gap ... 8.97 eV
Energy relative to the best compared isomer or geometry (same formula, charge and spin) ... 339.98 kJ/mol
Net charge ... 0

Record 2
This record from OMol25 describes C33H56ClN2O3PPb as an isolated structure at a distorted geometry. The level of theory is ωB97M-V/def2-TZVPD.

Geometry as XYZ:
```
97
C33H56ClN2O3PPb (ωB97M-V/def2-TZVPD)
Pb 1.177 0.309 0.754
P -0.110 0.611 -2.391
Cl 2.735 2.119 0.322
C -0.180 1.024 2.318
H 0.501 1.342 3.110
H -0.981 1.684 1.954
C 1.267 -0.462 -3.106
C -0.021 2.371 -3.121
C 2.674 0.074 -2.824
H 1.151 -1.386 -2.512
C 3.751 -0.983 -3.160
H 2.877 0.972 -3.425
H 2.782 0.389 -1.778
C 3.617 -1.494 -4.599
H 4.749 -0.544 -3.009
H 3.656 -1.817 -2.449
C 2.188 -1.903 -4.972
H 3.957 -0.708 -5.286
H 4.286 -2.348 -4.746
C 1.134 -0.846 -4.572
H 2.119 -2.097 -6.054
H 1.943 -2.847 -4.461
H 1.265 0.042 -5.207
H 0.138 -1.245 -4.800
C -1.706 -0.062 -2.990
C 0.724 2.522 -4.454
H -1.079 2.626 -3.309
C 0.688 3.972 -4.943
H 1.770 2.206 -4.331
H 0.280 1.873 -5.225
C 1.256 4.935 -3.894
H 1.247 4.055 -5.880
H -0.349 4.249 -5.173
C 0.558 4.797 -2.536
H 2.329 4.736 -3.772
H 1.163 5.960 -4.265
C 0.477 3.344 -2.034
H 1.063 5.405 -1.777
H -0.468 5.179 -2.617
H 1.461 3.025 -1.666
H -0.197 3.310 -1.165
C -1.807 -1.581 -2.796
H -2.426 0.394 -2.288
C -3.182 -2.164 -3.172
H -1.035 -2.101 -3.370
H -1.635 -1.854 -1.751
C -3.647 -1.730 -4.574
H -3.158 -3.267 -3.116
H -3.921 -1.814 -2.433
C -3.538 -0.210 -4.780
H -3.043 -2.247 -5.335
H -4.687 -2.049 -4.732
C -2.151 0.350 -4.404
H -3.778 0.048 -5.826
H -4.286 0.286 -4.142
H -1.415 0.019 -5.148
H -2.196 1.439 -4.497
C -0.496 -1.353 0.956
C -0.625 -0.552 2.285
H -0.989 -1.172 -0.090
C -2.095 -0.799 2.441
H -0.127 -1.022 3.174
C -2.258 -2.264 2.943
H -2.600 -0.004 3.011
H -2.433 -0.680 1.382
C -1.590 -3.284 1.984
H -1.776 -2.334 3.940
H -3.324 -2.505 3.094
C -0.294 -2.724 1.367
H -1.402 -4.285 2.387
H -2.282 -3.526 1.136
H 0.494 -2.602 2.122
H 0.156 -3.366 0.611
C 3.762 -3.018 6.149
C 2.992 -2.249 5.068
C 3.878 -1.239 4.270
C 4.704 -0.324 5.185
C 3.915 0.394 6.258
C 4.868 -2.006 3.373
O 5.925 -2.473 3.780
N 4.511 -2.274 2.038
C 3.400 -1.755 1.385
O 2.983 -2.110 0.277
N 2.758 -0.748 2.073
C 2.973 -0.352 3.355
O 2.391 0.646 3.810
H 4.783 -3.276 5.824
H 3.225 -3.947 6.375
H 3.814 -2.417 7.068
H 2.539 -2.952 4.345
H 2.158 -1.684 5.526
H 5.519 -0.907 5.622
H 5.160 0.442 4.544
H 3.587 -0.253 7.077
H 4.532 1.186 6.689
H 3.038 0.862 5.805
H 5.057 -2.963 1.511
```

Properties
Lowest unoccupied orbital energy (alpha / beta) ... -0.82 / -0.82 eV
Molar mass ... 802.4 g/mol
Orbital gap (alpha / beta) ... 7.03 / 7.03 eV
Energy relative to the best compared isomer or geometry (same formula, charge and spin) ... 0.00 kJ/mol
Net charge ... 0

Record 3
This record from OMol25 describes a 2-piece molecular cluster, C3H9BNO2 overall at a distorted geometry. The level of theory is ωB97M-V/def2-TZVPD.

Geometry as XYZ:
```
16
C3H9BNO2 (ωB97M-V/def2-TZVPD)
B 1.150 -2.628 -1.263
C -1.572 1.112 1.956
C -0.262 1.225 1.168
C -0.237 0.831 -0.111
N 0.848 1.015 -1.106
O 1.616 -1.489 -1.069
O 0.643 -3.792 -1.417
H -2.299 0.613 1.291
H -1.889 2.044 2.309
H 0.487 1.544 1.793
H -1.285 0.535 -0.339
H 1.360 0.178 -1.097
H 0.631 1.194 -2.088
H 1.490 1.870 -0.966
H -1.341 0.384 2.713
H 0.659 -4.637 -1.775
```

Properties
Lowest unoccupied orbital energy ... -3.26 eV
Molar mass ... 101.9 g/mol
Orbital gap ... 10.97 eV
Energy relative to the best compared isomer or geometry (same formula, charge and spin) ... 83.39 kJ/mol
Net charge ... +1

Record 4
This record from OMol25 describes a 2-piece molecular cluster, C4H14N3 overall at a distorted geometry. The level of theory is ωB97M-V/def2-TZVPD.

Geometry as XYZ:
```
21
C4H14N3 (ωB97M-V/def2-TZVPD)
C 0.760 -0.037 2.059
C 1.864 1.013 1.911
H -0.103 0.205 2.676
H 0.377 -0.266 1.071
H 1.202 -0.913 2.537
H 2.861 0.570 1.882
H 1.963 1.588 2.831
H 1.690 1.717 1.099
C 0.852 0.101 -1.720
C -1.486 -0.451 -1.105
N -0.545 0.401 -1.481
N -1.161 -1.556 -0.425
N -2.774 -0.152 -1.305
H -0.835 1.353 -1.639
H -0.227 -1.575 -0.050
H -1.741 -2.373 -0.525
H -3.022 0.729 -1.726
H -3.467 -0.574 -0.709
H 1.432 1.021 -1.807
H 1.003 -0.393 -2.669
H 1.360 -0.405 -0.904
```

Properties
Lowest unoccupied orbital energy ... -3.10 eV
Molar mass ... 104.2 g/mol
Orbital gap ... 11.64 eV
Energy relative to the best compared isomer or geometry (same formula, charge and spin) ... 39.04 kJ/mol
Net charge ... +1

Record 5
This record from OMol25 describes C21H47B3BrO13P as an isolated structure at a distorted geometry. The level of theory is ωB97M-V/def2-TZVPD.

Geometry as XYZ:
```
86
C21H47B3BrO13P (ωB97M-V/def2-TZVPD)
C -3.802 -0.940 5.319
C -2.731 -2.036 5.174
O -3.377 -3.140 4.523
P -2.562 -4.564 4.595
O -3.250 -5.389 5.578
C -0.835 -4.393 5.175
C 0.253 -4.034 4.099
C -0.290 -3.426 2.786
B 0.785 -2.546 2.051
O 2.160 -2.670 2.159
B 2.841 -1.531 1.743
O 2.273 -0.260 1.759
B 0.896 -0.367 1.853
C -0.027 0.646 2.648
C -1.332 1.027 1.981
O -1.641 2.143 1.919
Br -2.581 -0.295 1.266
O 0.345 -1.486 1.240
O -2.683 -5.308 3.163
C -3.335 -4.568 2.118
C -4.882 -4.604 2.216
H -4.030 -0.520 4.337
H -3.455 -0.166 6.008
H -4.702 -1.401 5.730
H -2.385 -2.269 6.183
H -1.947 -1.629 4.524
H -0.729 -3.695 6.002
H -0.579 -5.374 5.579
H 0.909 -4.889 3.937
H 0.897 -3.271 4.556
H -0.515 -4.262 2.111
H -1.177 -2.800 2.920
H 3.954 -1.658 1.357
H 0.527 1.537 2.944
H -0.299 0.133 3.587
H -3.066 -5.001 1.150
H -3.031 -3.521 2.059
H -5.316 -5.286 1.485
H -5.279 -3.601 2.043
H -5.137 -4.890 3.240
C -2.558 4.069 -6.212
O -2.600 4.203 -4.807
C -3.881 4.545 -4.303
C -4.229 3.748 -3.059
O -4.487 2.369 -3.278
C -3.397 1.526 -3.628
C -2.357 1.333 -2.542
O -1.559 2.495 -2.375
C -1.224 2.739 -1.026
H -2.525 5.052 -6.694
H -1.651 3.520 -6.466
H -3.415 3.500 -6.587
H -4.661 4.382 -5.056
H -3.863 5.611 -4.045
H -5.166 4.156 -2.670
H -3.484 3.890 -2.275
H -2.939 1.849 -4.564
H -3.848 0.549 -3.823
H -1.685 0.513 -2.832
H -2.858 1.066 -1.605
H -2.087 2.614 -0.370
H -0.887 3.773 -0.949
H -0.412 2.076 -0.702
C 7.452 2.675 -3.985
O 6.306 1.874 -3.786
C 6.582 0.485 -3.720
C 5.804 -0.192 -2.608
O 6.224 0.134 -1.291
C 5.961 1.444 -0.803
C 4.495 1.773 -0.598
O 3.836 1.974 -1.839
C 2.519 1.467 -1.870
H 7.763 2.650 -5.035
H 7.193 3.699 -3.717
H 8.281 2.356 -3.343
H 7.651 0.299 -3.567
H 6.285 0.042 -4.679
H 5.978 -1.268 -2.704
H 4.729 -0.045 -2.726
H 6.455 2.196 -1.420
H 6.442 1.481 0.178
H 4.415 2.708 -0.029
H 4.022 0.970 -0.023
H 2.466 0.463 -1.432
H 2.213 1.399 -2.913
H 1.834 2.140 -1.343
```

Properties
Lowest unoccupied orbital energy ... -0.01 eV
Molar mass ... 650.9 g/mol
Orbital gap ... 9.09 eV
Net charge ... 0

Record 6
This record from OMol25 describes C18H21CoGeN3O4PS2 as an isolated structure at a distorted geometry. The level of theory is ωB97M-V/def2-TZVPD.

Geometry as XYZ:
```
51
C18H21CoGeN3O4PS2 (ωB97M-V/def2-TZVPD)
Co -0.474 0.128 0.073
C 3.051 -2.639 -4.255
C 1.554 -2.522 -4.055
O 1.248 -1.200 -3.575
P -0.019 -0.971 -2.662
S -0.353 0.987 -2.495
S 0.193 -1.982 -0.884
O -1.126 -1.767 -3.511
C -2.457 -1.945 -3.027
C -3.322 -0.724 -3.276
H 3.274 -3.581 -4.747
H 3.569 -2.609 -3.301
H 3.415 -1.826 -4.875
H 1.196 -3.260 -3.330
H 1.018 -2.661 -4.996
H -2.417 -2.187 -1.959
H -2.844 -2.816 -3.563
H -2.976 0.125 -2.689
H -4.344 -0.959 -2.997
H -3.287 -0.460 -4.330
Ge 0.067 -0.750 2.261
C -0.685 0.509 3.588
C -1.949 0.236 4.100
C -2.473 1.023 5.108
C -1.741 2.091 5.600
C -0.487 2.373 5.087
C 0.040 1.588 4.078
C 1.955 -1.265 2.536
C 3.017 -0.369 2.558
C 4.292 -0.809 2.864
C 4.517 -2.144 3.154
C 3.463 -3.043 3.135
C 2.189 -2.607 2.822
H -0.739 -2.061 2.410
H -2.513 -0.603 3.713
H -3.454 0.807 5.505
H -2.152 2.707 6.385
H 0.076 3.213 5.466
H 1.014 1.812 3.670
H 2.852 0.672 2.318
H 5.113 -0.108 2.874
H 5.515 -2.485 3.387
H 3.637 -4.085 3.361
H 1.364 -3.308 2.797
O 0.571 1.228 0.365
O 1.334 1.753 1.237
N -6.099 -2.877 0.142
C -5.188 -2.219 0.393
N -4.199 -1.499 0.777
C -3.167 -0.950 0.417
N -2.165 -0.360 0.189
```

Properties
⟨S²⟩ ... 2.480
Lowest unoccupied orbital energy (alpha / beta) ... -2.45 / -2.32 eV
Molar mass ... 570.0 g/mol
Spin multiplicity ... 3
Orbital gap (alpha / beta) ... 6.58 / 6.64 eV
Energy relative to the best compared isomer or geometry (same formula, charge and spin) ... 393.22 kJ/mol
Net charge ... 0

Record 7
This record from OMol25 describes a 2-piece molecular cluster, C4H10N2 overall at a distorted geometry. The level of theory is ωB97M-V/def2-TZVPD.

Geometry as XYZ:
```
16
C4H10N2 (ωB97M-V/def2-TZVPD)
C 1.706 -0.701 -0.807
C 1.905 -1.739 0.275
H 2.951 -2.060 0.321
H 1.278 -2.615 0.085
H 1.629 -1.327 1.250
H 2.105 -1.047 -1.764
H 2.252 0.216 -0.568
H 0.579 -0.466 -0.903
C -1.580 0.489 0.315
C -2.673 0.972 -0.301
N -0.404 1.173 0.582
N -0.432 2.401 0.785
H -1.370 2.796 0.952
H -1.679 -0.433 0.887
H -2.654 1.912 -0.843
H -3.613 0.428 -0.265
```

Properties
Lowest unoccupied orbital energy ... -0.11 eV
Molar mass ... 86.1 g/mol
Orbital gap ... 9.32 eV
Energy relative to the best compared isomer or geometry (same formula, charge and spin) ... 300.35 kJ/mol
Net charge ... 0

Record 8
This record from OMol25 describes C6H12N2 as an isolated structure at a distorted geometry. The level of theory is ωB97M-V/def2-TZVPD.

Geometry as XYZ:
```
20
C6H12N2 (ωB97M-V/def2-TZVPD)
C -1.690 1.336 -0.879
C -0.818 -1.415 1.438
C 1.780 -0.106 1.033
N -0.350 -1.327 -0.923
C -0.733 -0.607 0.162
C 1.014 0.127 -0.216
C 1.410 0.787 -1.289
N -1.212 0.652 0.285
H -0.561 -0.833 -1.790
H -2.145 0.681 -1.638
H -0.886 1.905 -1.375
H -2.433 2.068 -0.557
H -0.746 -0.783 2.319
H -0.078 -2.212 1.468
H -1.802 -1.888 1.427
H 2.774 0.326 0.892
H 1.308 0.372 1.891
H 1.905 -1.169 1.239
H 0.845 0.899 -2.200
H 2.417 1.185 -1.287
```

Properties
Lowest unoccupied orbital energy (alpha / beta) ... -0.17 / -0.16 eV
Molar mass ... 112.2 g/mol
Orbital gap (alpha / beta) ... 7.59 / 7.61 eV
Energy relative to the best compared isomer or geometry (same formula, charge and spin) ... 476.72 kJ/mol
Net charge ... 0